No. 1
Entry from OMol25: 4 unconnected molecules or ions with the total composition C15H36N8O5S2Si (wB97M-V/def2-TZVPD).

Computed properties:
molar mass	500.7	g/mol
gap between HOMO and LUMO	8.002	eV
net charge	0
E_HOMO	-0.29186	Ha

Structure (XYZ):
```
67
Properties=species:S:1:pos:R:3:forces:R:3
C 0.79847 -3.43820 0.74913 0.293 0.163 -0.195
N 1.20630 -2.01600 0.73354 0.123 0.096 0.197
C 1.93593 -1.65231 1.95054 -0.001 -0.008 0.042
C 0.05841 -1.16312 0.56001 0.008 -0.066 -0.202
O -0.70281 -0.93294 1.46401 -0.134 0.166 0.276
C -0.12712 -0.62485 -0.82794 -0.046 -0.244 -0.201
Si -1.38454 0.78330 -1.06099 0.049 0.110 -0.054
C -1.47725 2.01884 0.34460 -0.032 0.244 -0.022
C -0.28049 2.98284 0.46295 0.001 0.036 0.051
C 1.04995 2.28089 0.20614 0.059 0.024 0.122
S 2.43166 3.35136 0.75254 -0.163 0.026 -0.218
C 3.74672 3.19066 -0.45804 0.221 -0.341 -0.006
S 4.37122 4.55372 -1.06302 0.109 0.142 0.086
N 4.37689 1.94675 -0.69927 -0.466 0.089 0.180
C 5.48778 1.69941 0.22076 0.209 0.133 -0.185
C 6.35453 0.54450 -0.33043 0.022 0.011 -0.034
O 5.72215 -0.12392 -1.40519 -0.089 0.027 0.168
C 4.40893 -0.47265 -1.02064 0.041 -0.140 -0.017
C 3.51984 0.77117 -0.83246 0.147 0.115 0.092
H 1.43104 -4.02098 0.07847 -0.093 -0.055 0.072
H 0.90064 -3.85175 1.75760 -0.145 0.003 -0.051
H -0.24118 -3.53650 0.42522 0.072 -0.060 -0.028
H 1.30958 -1.71106 2.85022 0.048 -0.010 -0.049
H 2.78769 -2.32430 2.06817 -0.041 0.029 -0.059
H 2.32213 -0.63170 1.86023 -0.056 -0.092 0.034
H 0.85018 -0.36755 -1.24575 -0.048 -0.038 0.088
H -0.45255 -1.49128 -1.42526 0.001 0.121 -0.043
H -0.91809 1.52463 -2.26230 -0.016 -0.071 -0.033
H -2.71323 0.22404 -1.36684 -0.028 -0.073 0.137
H -2.36540 2.62863 0.14298 0.040 -0.066 0.102
H -1.65902 1.52292 1.30070 0.048 -0.125 -0.105
H -0.39741 3.81291 -0.23843 0.074 -0.066 0.020
H -0.26596 3.43091 1.46148 -0.058 -0.010 -0.069
H 1.18282 2.08532 -0.85823 -0.076 -0.049 0.085
H 1.08675 1.33990 0.75893 -0.018 0.057 -0.055
H 6.07583 2.61650 0.27649 -0.026 -0.104 0.056
H 5.11471 1.47280 1.23309 -0.030 -0.022 -0.098
H 7.30417 0.91782 -0.71412 -0.086 -0.019 -0.015
H 6.55941 -0.17363 0.47692 0.034 0.038 -0.052
H 4.44737 -1.04966 -0.08374 -0.030 0.032 -0.072
H 4.00594 -1.12500 -1.79578 0.012 0.065 0.056
H 2.87084 0.92941 -1.69792 0.061 -0.071 0.053
H 2.89171 0.61775 0.05438 0.030 -0.004 -0.054
N -0.25933 -8.40204 2.09751 -0.005 0.010 -0.001
C -0.11737 -7.15554 1.55009 0.012 -0.021 -0.001
N -1.01651 -6.21874 1.98256 0.003 -0.014 -0.016
O 0.75017 -6.89737 0.73541 -0.021 0.031 0.018
H -0.96497 -8.63374 2.76966 0.003 0.004 -0.002
H 0.38802 -9.10724 1.79972 -0.001 0.007 0.000
H -0.93352 -5.29946 1.59121 -0.035 0.008 0.038
H -1.74041 -6.40473 2.64955 0.010 -0.020 -0.001
N -4.19435 6.39956 2.37307 -0.011 -0.002 -0.004
C -4.08587 5.11060 1.92742 0.005 -0.007 0.022
N -5.10567 4.27421 2.29429 -0.006 0.017 -0.007
O -3.14634 4.73242 1.25252 0.009 0.014 -0.022
H -4.95725 6.72985 2.93185 0.003 -0.005 0.000
H -3.45835 7.03212 2.12099 -0.002 -0.008 0.000
H -5.04789 3.32207 1.98530 0.005 0.005 0.004
H -5.88575 4.56436 2.85167 0.007 0.000 0.001
N -5.89960 -0.87672 -3.71398 -0.006 0.007 -0.008
C -4.99493 -0.02115 -4.28591 -0.009 0.010 0.001
N -5.45998 0.68783 -5.36095 -0.003 -0.006 0.002
O -3.86011 0.10022 -3.86661 0.009 -0.025 -0.029
H -6.83764 -0.99317 -4.04540 0.006 0.000 -0.003
H -5.58565 -1.40992 -2.92526 0.004 0.006 -0.006
H -4.82005 1.32431 -5.79755 -0.001 -0.004 0.007
H -6.39118 0.60271 -5.71992 0.003 -0.001 0.004
```
Forces are in eV/Å.

No. 2
Entry from OMol25: a molecular structure, C15H38BNNbO2P2S (wB97M-V/def2-TZVPD).

Computed properties:
molar mass	462.2	g/mol
gap between HOMO and LUMO	5.900	eV
net charge	-1
E_HOMO	-0.13897	Ha

Structure (XYZ):
```
61
Properties=species:S:1:pos:R:3:forces:R:3
C -5.72019 -1.02138 0.24767 0.081 -0.093 0.023
C -4.55549 -0.03251 0.26908 0.051 0.124 -0.002
C -3.84033 0.08036 -1.08691 -0.177 -0.275 -0.078
C -2.64234 -0.89592 -1.20467 -0.218 0.630 -0.341
Nb -0.57106 -0.22712 -0.68485 -0.102 -1.731 0.211
C -0.03829 -1.47439 1.11186 -0.009 0.512 0.319
C -1.08817 -1.71955 2.21261 0.028 -0.021 -0.120
C -0.83759 -2.99705 3.01808 0.021 -0.191 0.140
P -0.58100 1.81402 -2.43307 -0.419 -0.137 -0.001
S -2.01371 1.71590 -3.84730 0.120 0.036 0.058
B -0.79890 1.59204 0.85455 0.616 -0.224 -0.740
O -1.61110 1.33420 1.96722 -0.209 -0.404 -0.466
O -0.37669 2.89064 0.74789 0.289 0.176 0.738
C 0.93150 3.30334 0.39482 0.027 -0.045 -0.352
C 1.96205 2.80881 1.39433 0.143 0.143 0.138
P 0.83303 -1.53681 -2.25368 -0.012 0.849 0.408
C 0.30278 -3.30493 -2.25475 -0.213 0.125 0.284
C 0.53194 -4.02287 -3.57862 -0.015 -0.076 -0.222
C 2.66890 -1.67393 -2.34425 0.183 0.288 -0.128
C 3.39208 -1.43714 -1.01178 0.088 -0.126 0.070
H -5.35821 -2.04667 0.11626 -0.042 0.057 -0.034
H -6.29994 -0.99018 1.17555 0.054 -0.028 -0.036
H -6.39787 -0.80328 -0.58340 0.018 0.012 0.072
H -4.92127 0.95055 0.58571 -0.018 -0.063 -0.047
H -3.82813 -0.34329 1.02809 -0.067 0.121 0.011
H -3.53888 1.11205 -1.27917 0.110 -0.090 0.051
H -4.56629 -0.14284 -1.88149 -0.023 0.085 0.090
H -2.54895 -1.20293 -2.25933 0.043 -0.018 0.083
H -2.87625 -1.81335 -0.63400 0.172 0.014 0.003
H 1.09605 0.59306 -0.52754 -0.281 0.222 -0.275
H 0.85895 -1.04232 1.57401 0.062 -0.160 -0.079
H 0.27383 -2.44490 0.69396 -0.108 0.072 -0.092
H -1.08483 -0.86923 2.89512 -0.139 -0.036 -0.037
H -2.10027 -1.75359 1.79240 0.078 -0.040 0.004
H -1.74366 -3.36466 3.51249 0.021 0.092 -0.021
H -0.09109 -2.84141 3.80468 0.044 0.007 -0.142
H -0.46897 -3.80396 2.37581 -0.067 0.061 0.021
H 0.68025 1.86312 -3.06006 0.117 0.024 0.000
H -0.54468 3.11928 -1.90594 -0.019 0.059 0.035
H -1.11475 1.38107 2.78644 -0.005 0.346 0.177
H 0.90812 4.39654 0.37263 -0.031 -0.047 0.009
H 1.18943 2.95260 -0.61074 0.012 -0.010 0.137
H 2.22638 1.76697 1.19820 -0.121 0.046 0.055
H 1.56364 2.89588 2.41116 0.011 -0.015 -0.061
H 2.87567 3.40905 1.34330 -0.118 -0.129 -0.105
H 0.80221 -3.82565 -1.42706 -0.055 -0.013 -0.071
H -0.76975 -3.27993 -2.02586 0.096 -0.148 0.048
H -0.13061 -3.63167 -4.35477 0.019 0.017 0.088
H 1.55373 -3.89041 -3.94606 -0.037 -0.052 0.090
H 0.34649 -5.09819 -3.48578 0.011 0.058 -0.007
H 3.00799 -0.95130 -3.09327 0.061 -0.054 0.084
H 2.92022 -2.65719 -2.75310 -0.098 0.006 0.076
H 2.77040 -1.75597 -0.17127 0.083 -0.012 -0.035
H 3.61810 -0.38088 -0.86024 -0.139 -0.032 -0.014
H 4.33805 -1.98849 -0.97369 -0.025 0.051 -0.013
C 5.10722 5.55932 3.23080 -0.049 -0.020 0.022
C 5.24757 4.65705 2.09351 0.051 -0.039 -0.126
N 5.35167 3.95526 1.19084 0.101 0.111 0.127
H 5.07657 4.98820 4.15712 0.003 -0.001 -0.013
H 5.94796 6.24984 3.26542 -0.005 -0.009 -0.008
H 4.18290 6.12730 3.13771 0.006 -0.008 -0.005
```
Forces are in eV/Å.

No. 3
Entry from OMol25: 3 unconnected molecules or ions with the total composition C15H38BrClN2O5PS (wB97M-V/def2-TZVPD).

Computed properties:
molar mass	504.9	g/mol
gap between HOMO and LUMO	4.705	eV
net charge	+1
E_HOMO	-0.38985	Ha

Structure (XYZ):
```
64
Properties=species:S:1:pos:R:3:forces:R:3
O 0.26432 -3.30300 1.39601 -2.093 1.029 -0.939
P -0.74732 -2.35555 0.78544 4.420 -0.888 2.486
S -2.18547 -3.39936 -0.47612 -0.785 -0.629 -1.441
Br -0.93728 -4.97045 -1.44489 -0.568 0.938 0.790
C -3.35095 -4.35902 0.56555 0.128 -0.248 1.473
C -4.33137 -3.47509 1.37091 0.030 0.051 -0.870
C -5.27191 -2.60027 0.50582 -0.320 -0.016 0.739
Cl -5.64689 -3.32859 -1.09700 0.198 0.386 0.427
H -1.45509 -1.61549 1.77473 -0.601 -0.233 -0.702
H -0.00864 -1.42113 -0.02172 -1.067 -0.124 -0.320
H -3.90017 -5.04453 -0.08665 0.361 0.325 -0.252
H -2.75533 -4.93991 1.28202 0.032 0.074 -0.327
H -3.78850 -2.85606 2.09356 -0.147 -0.021 -0.110
H -4.95085 -4.16951 1.95036 0.283 -0.047 -0.125
H -6.22405 -2.52473 1.03903 0.125 -0.013 -0.232
H -4.91433 -1.56968 0.41989 0.122 -0.307 -0.518
C -0.71369 2.21715 0.29181 -0.140 -0.032 0.085
O -0.59412 1.38945 1.44069 0.103 -0.034 -0.289
C 0.74113 1.32420 1.94835 -0.075 -0.297 0.442
C 0.81087 1.94573 3.33217 -0.189 0.296 -0.267
N 0.63335 3.39187 3.25703 0.074 -0.288 0.125
C 0.48103 4.03632 4.56155 -0.110 0.171 -0.208
C -0.77876 3.71250 5.36545 0.190 0.283 0.223
O -1.97547 4.18738 4.77044 0.050 -0.350 -0.037
C -2.59127 3.29039 3.86615 -0.126 0.349 0.022
H -1.74286 2.15176 -0.06088 -0.005 -0.016 0.069
H -0.49585 3.26057 0.53437 0.066 0.016 -0.091
H -0.05028 1.87494 -0.50543 -0.026 0.076 0.005
H 1.45479 1.79592 1.26874 -0.101 0.129 0.028
H 1.00655 0.26387 2.02669 0.076 -0.002 -0.017
H 1.78539 1.72579 3.77526 -0.003 0.007 0.030
H 0.03505 1.47561 3.95088 0.080 -0.214 0.030
H -0.18862 3.58960 2.70206 -0.018 0.054 -0.013
H 0.49235 5.11359 4.38085 -0.017 0.002 0.093
H 1.36073 3.81121 5.17113 -0.010 -0.068 -0.003
H -0.69466 4.23842 6.31982 -0.009 0.005 -0.013
H -0.85998 2.64785 5.61123 -0.051 -0.063 -0.141
H -2.43159 2.24628 4.14940 0.084 -0.016 -0.019
H -2.23719 3.45928 2.84535 0.009 -0.190 -0.064
H -3.66345 3.49097 3.87779 0.021 0.018 0.045
C 5.35581 -0.25946 -3.88525 -0.080 0.190 -0.019
O 4.21838 0.30475 -4.51985 0.130 -0.296 0.161
C 3.60178 -0.57344 -5.45537 -0.286 0.336 -0.166
C 2.20290 -0.93024 -4.98502 0.257 -0.070 0.187
N 2.25902 -1.79303 -3.80548 -0.297 0.150 -0.103
C 0.96503 -1.99951 -3.17037 0.315 -0.099 0.115
C 0.29596 -0.79239 -2.51296 -0.185 -0.292 -0.025
O 0.99332 -0.31132 -1.37316 -0.121 0.089 -0.191
C 1.99757 0.66514 -1.64397 0.226 -0.028 0.291
H 5.79453 0.50621 -3.24722 -0.052 0.032 -0.038
H 5.07777 -1.11595 -3.26229 0.108 -0.098 -0.047
H 6.10172 -0.56614 -4.62286 0.017 -0.077 0.048
H 4.20171 -1.47043 -5.62788 -0.007 -0.029 0.134
H 3.52616 -0.03541 -6.40376 0.002 -0.035 -0.026
H 1.67291 -1.45047 -5.78698 -0.030 -0.023 0.031
H 1.67473 0.00763 -4.77188 -0.022 0.080 -0.194
H 2.88827 -1.37822 -3.13067 0.097 -0.059 -0.009
H 1.11514 -2.75830 -2.39469 -0.067 0.015 0.040
H 0.27658 -2.43088 -3.90409 -0.023 0.067 -0.043
H -0.68248 -1.12531 -2.14082 -0.056 0.039 -0.058
H 0.08856 0.01400 -3.22147 0.137 0.076 0.029
H 1.73888 1.29135 -2.49940 -0.023 -0.093 -0.057
H 2.96576 0.19044 -1.80753 0.009 0.076 -0.139
H 2.09043 1.30271 -0.76488 -0.042 -0.063 -0.037
```
Forces are in eV/Å.

Q: Look up the gap between HOMO and LUMO of the second one.
A: 5.900 eV

Q: Which of these has the lowest net charge?
A: C15H38BNNbO2P2S